Below is a single C5H9NO3 molecule, with properties calculated with ωB97M-V/def2-TZVPD.

Last column: Löwdin charge in e.
Positions of all 18 atoms, in Å:
H: -1.7239 -0.0714 2.2299  0.078
H: 3.1948 0.8200 -0.1819  0.153
H: -1.2392 -1.6559 1.6498  0.083
C: -1.0092 -0.5921 1.5872  -0.097
H: -0.8764 1.7571 -1.0011  0.081
H: 0.0884 1.7170 0.5124  0.072
C: -1.1110 -0.0804 0.1532  -0.314
H: -2.1234 -0.2561 -0.2132  0.112
C: 1.7014 -0.2901 -0.5164  -0.548
O: 2.6262 0.1868 0.2859  0.192
N: -0.6546 -1.7248 -1.9619  0.087
O: 1.1702 -1.4171 -0.2103  0.064
H: 1.0938 -0.2400 -2.3174  0.132
C: -0.8481 1.4214 0.0360  -0.077
H: -0.0142 -0.4223 2.0004  0.074
C: -0.4096 -1.3106 -0.8918  -0.346
H: -1.6257 1.9595 0.5850  0.086
O: 1.7603 0.1991 -1.7461  0.170

Computed properties:
HOMO level	-8.510	eV
largest force on an atom	5.332	eV/Å
ΔE to the lowest compared entry with this formula, charge and spin	381.85	kJ/mol